[1]
Here is a single C2H6N2O2 molecule in a non-equilibrium geometry from the OMol25 dataset. Energies are from wB97M-V/def2-TZVPD.

```
12
C2H6N2O2 | the OMol25 dataset | wB97M-V/def2-TZVPD
N -1.8914 0.0155 -0.3070
C -0.7276 -0.5423 0.4403
C 0.6441 -0.7118 -0.1614
O 1.1552 -1.7641 -0.2882
N 1.3809 0.2770 -0.0319
O 0.6952 1.5016 -0.1836
H -1.5135 0.8669 -0.6431
H -2.2026 -0.4253 -1.1476
H -0.4598 0.1366 1.2883
H -0.9236 -1.6548 0.9418
H 2.4487 0.2946 -0.4477
H 1.3945 2.0061 0.5400
```

Calculated values
* HOMO level: -9.15 eV
* total charge: 0
* energy relative to the best compared isomer or geometry (same formula, charge and spin): 4.8197 eV
* orbital gap: 9.29 eV

[2]
Here is 2 unconnected molecules or ions with the total composition C12H13Cl in a non-equilibrium geometry from the OMol25 dataset. Energies are from wB97M-V/def2-TZVPD.

```
26
C12H13Cl | the OMol25 dataset | wB97M-V/def2-TZVPD
C 2.3091 -1.8637 1.2162
C 1.8756 -1.9533 -0.1128
C 1.8127 -0.8786 2.0621
C 1.1927 -0.8772 -0.6077
C 1.0378 0.1361 1.5689
C 0.7979 0.1702 0.2156
C -0.6536 3.5297 -0.3440
C -1.9661 -2.0403 -0.4710
C -0.2879 2.4562 0.3813
C -1.9489 -0.8201 -1.1114
C -0.0430 1.2578 -0.3770
C -2.1468 0.3868 -0.4364
Cl -2.9639 1.5547 -1.3238
H 2.7447 -2.6104 1.7124
H 2.4157 -2.6215 -0.7204
H 2.2158 -0.8485 3.1068
H 1.1072 -0.6805 -1.7083
H 1.0981 0.9993 2.2726
H -1.2907 4.2944 0.0299
H -0.5722 3.4074 -1.4140
H -1.8189 -2.9475 -1.1438
H -2.0614 -2.2298 0.5521
H -0.4099 2.4305 1.4076
H -1.8842 -0.8581 -2.1619
H -0.0230 1.3985 -1.4220
H -2.4617 0.2810 0.6952
```

Calculated values
* HOMO level (spin up / spin down): -7.49 / -7.49 eV
* total charge: 0
* energy relative to the best compared isomer or geometry (same formula, charge and spin): 2.2173 eV
* orbital gap (spin up / spin down): 7.40 / 7.40 eV

[3]
Here is 2 unconnected molecules or ions with the total composition C3H7NO2 from the OMol25 dataset. Energies are from wB97M-V/def2-TZVPD.

```
13
C3H7NO2 | the OMol25 dataset | wB97M-V/def2-TZVPD
C -0.9545 1.1979 -0.9473
C 0.4370 1.4086 -1.4593
O 1.3774 0.6881 -1.1899
H -1.5644 2.0940 -1.0853
H -0.9344 0.8879 0.1057
H -1.4132 0.3805 -1.5186
H 0.6076 2.2678 -2.1390
N 1.3141 -1.1340 1.0979
C 0.3518 -0.9815 2.0286
O -0.6074 -0.2326 1.9390
H 1.3111 -0.5575 0.2556
H 2.1020 -1.7354 1.2743
H 0.5014 -1.6229 2.9178
```

Calculated values
* HOMO level: -9.81 eV
* total charge: 0
* energy relative to the best compared isomer or geometry (same formula, charge and spin): 0.9238 eV
* orbital gap: 10.78 eV

Copy entry 3 word for word.
Here is 2 unconnected molecules or ions with the total composition C3H7NO2 from the OMol25 dataset. Energies are from wB97M-V/def2-TZVPD.

```
13
C3H7NO2 | the OMol25 dataset | wB97M-V/def2-TZVPD
C -0.9545 1.1979 -0.9473
C 0.4370 1.4086 -1.4593
O 1.3774 0.6881 -1.1899
H -1.5644 2.0940 -1.0853
H -0.9344 0.8879 0.1057
H -1.4132 0.3805 -1.5186
H 0.6076 2.2678 -2.1390
N 1.3141 -1.1340 1.0979
C 0.3518 -0.9815 2.0286
O -0.6074 -0.2326 1.9390
H 1.3111 -0.5575 0.2556
H 2.1020 -1.7354 1.2743
H 0.5014 -1.6229 2.9178
```

Calculated values
* HOMO level: -9.81 eV
* total charge: 0
* energy relative to the best compared isomer or geometry (same formula, charge and spin): 0.9238 eV
* orbital gap: 10.78 eV